--- a ---
# CH3NO3S

A molecular structure, CH3NO3S (ωB97M-V/def2-TZVPD, the Open Molecules 2025 dataset).

Last column: Mulliken charge in e.
Element x y z (Å)
S  -0.416  -0.155  -0.869  0.769
O  -1.937  -0.282  -0.517  -0.547
C  1.299  0.284  1.028  0.140
O  -0.109  0.511  -2.067  -0.480
H  -0.467  -1.631  -1.031  0.219
N  -0.018  0.401  0.521  -0.463
O  2.179  -0.267  0.397  -0.529
H  -1.794  0.413  0.519  0.546
H  1.263  0.727  2.019  0.344

***

--- b ---
# CH3NO3S

2 unconnected molecules or ions with the total composition CH3NO3S (ωB97M-V/def2-TZVPD, the Open Molecules 2025 dataset).

Last column: Mulliken charge in e.
Element x y z (Å)
O  0.220  1.105  -1.635  -0.386
C  -0.525  -0.188  0.732  0.195
H  -0.157  0.116  -1.601  0.433
O  -0.843  -0.830  -0.233  -0.563
O  0.075  2.888  -0.460  -0.414
S  1.149  -0.153  1.224  -0.132
H  1.696  -0.947  0.352  0.162
H  -1.144  0.432  1.284  0.351
N  -0.268  1.763  -0.491  0.354

Output
SMILES   O=CS.O=NO

***

a ends up most stable, edging out the next structure by 0.079 eV.

***

--- a ---
# C3H2N4O

A molecular structure, C3H2N4O (ωB97M-V/def2-TZVPD, the Open Molecules 2025 dataset).

Last column: Mulliken charge in e.
Element x y z (Å)
H  -0.054  2.044  0.520  0.353
N  -1.017  -2.173  -0.165  -0.176
O  -1.730  -0.506  -0.212  -0.454
N  3.126  -0.283  -0.208  -0.474
C  1.919  -0.342  -0.132  0.356
C  0.554  -0.479  0.090  -0.072
N  -0.679  1.543  -0.241  -0.592
N  0.169  -1.810  0.039  0.070
C  -0.688  0.229  -0.132  0.632
H  -1.599  1.777  0.442  0.356

***

--- b ---
# C3H2N4O

C3H2N4O in the gas phase (ωB97M-V/def2-TZVPD, the Open Molecules 2025 dataset).

Last column: Mulliken charge in e.
Element x y z (Å)
N  1.555  -0.524  0.340  -0.230
C  -0.534  -1.231  -0.351  0.225
H  2.168  1.046  1.049  0.405
O  -2.392  0.060  0.534  -0.508
N  -0.717  1.352  -0.525  -0.023
C  -1.161  0.136  0.098  0.378
H  -1.435  -1.984  -0.756  0.303
C  1.337  0.698  0.474  -0.080
N  0.715  -1.258  -0.427  -0.343
N  0.464  1.705  -0.437  -0.128

Output
SMILES   O=c1cnncnn1

***

--- c ---
# C3H2N4O

C3H2N4O in the gas phase (ωB97M-V/def2-TZVPD, the Open Molecules 2025 dataset).

Last column: Mulliken charge in e.
Element x y z (Å)
N  -0.783  0.102  1.203  0.038
H  0.230  0.901  -2.505  0.320
H  -0.251  1.805  1.568  0.321
C  0.199  0.444  -1.363  0.224
N  0.216  -0.902  -1.047  -0.398
N  0.260  1.428  -0.417  -0.411
N  -0.889  -1.148  1.035  -0.222
O  0.859  -2.316  0.632  -0.541
C  0.245  -1.378  0.143  0.634
C  -0.086  1.062  0.749  0.036

Output
SMILES   O=c1ncncnn1

***

a ends up most stable, edging out the next structure by 0.963 eV.

***

--- a ---
# C4H12N2O

C4H12N2O in the gas phase (ωB97M-V/def2-TZVPD, the Open Molecules 2025 dataset).

Last column: Mulliken charge in e.
Element x y z (Å)
H  -0.048  -1.713  -1.595  0.261
C  -0.176  -0.419  0.011  0.351
H  0.217  0.209  1.989  0.367
H  0.035  1.132  -2.074  0.371
H  -0.231  -2.493  -0.183  0.238
C  0.843  1.389  -1.392  -0.598
C  -0.273  -0.661  1.541  -0.891
H  -1.027  0.229  -0.217  0.225
H  -0.069  3.075  -1.028  0.302
H  0.322  -1.548  1.788  0.404
O  0.536  2.499  -0.552  -0.513
H  -2.171  -1.406  1.544  0.301
H  -2.071  0.162  1.844  0.274
N  -1.627  -0.723  2.073  -0.679
H  1.671  0.639  0.355  0.302
C  1.118  0.205  -0.481  -0.983
N  -0.523  -1.671  -0.703  -0.602
H  1.695  1.639  -2.017  0.356
H  1.779  -0.544  -0.902  0.513

Output
SMILES   NC[C@H](N)CCO

***

--- b ---
# C4H12N2O

2 unconnected molecules or ions with the total composition C4H12N2O (ωB97M-V/def2-TZVPD, the Open Molecules 2025 dataset).

Last column: Mulliken charge in e.
Element x y z (Å)
H  0.209  -2.052  -0.350  0.431
N  2.469  -0.711  -0.191  -0.691
H  -2.937  1.166  -0.826  0.272
H  2.600  -1.094  0.745  0.250
H  -1.962  -1.414  -1.199  0.307
H  0.356  1.884  0.483  0.271
C  1.204  0.033  -0.239  0.081
H  -3.344  -0.286  0.174  0.325
H  3.259  -0.084  -0.335  0.271
H  0.994  0.859  1.769  0.245
N  -1.626  -0.464  -1.052  -0.562
H  -2.006  0.755  0.604  0.238
C  1.169  1.198  0.743  -1.127
H  2.098  1.780  0.722  0.437
C  -0.008  -1.163  0.263  -0.150
H  -0.690  0.068  -1.231  0.345
C  -2.546  0.330  -0.244  -0.761
H  1.133  0.437  -1.259  0.373
O  -0.373  -1.243  1.424  -0.555

Output
SMILES   C[C@@H](N)C=O.CN

***

--- c ---
# C4H12N2O

C4H12N2O in the gas phase (ωB97M-V/def2-TZVPD, the Open Molecules 2025 dataset).

Last column: Mulliken charge in e.
Element x y z (Å)
O  1.089  -1.986  0.715  -0.555
C  -1.719  0.300  -0.737  -1.159
N  -1.826  -0.571  -1.833  -0.493
N  -0.279  0.824  -0.568  -0.379
H  -0.730  -1.325  0.353  0.194
H  -1.956  -0.028  -2.754  0.250
H  -0.100  -1.338  2.184  0.310
H  -0.077  1.818  -0.761  0.273
H  2.537  0.165  1.113  0.468
H  -1.995  -0.285  0.145  0.620
H  2.324  0.594  -0.418  0.405
H  2.153  1.884  0.910  0.314
C  0.137  -1.046  1.121  -0.329
H  1.681  -1.461  0.106  0.331
H  -0.151  1.093  1.557  0.259
H  -2.200  1.229  -0.811  0.419
C  0.301  0.476  0.745  0.278
C  1.884  0.813  0.626  -1.503
H  -1.075  -1.157  -1.693  0.297

Output
SMILES   C[C@H](CO)NCN

***

--- d ---
# C4H12N2O

C4H12N2O in the gas phase (ωB97M-V/def2-TZVPD, the Open Molecules 2025 dataset).

Last column: Mulliken charge in e.
Element x y z (Å)
H  2.808  2.196  0.368  0.244
O  -2.306  -0.784  1.301  -0.531
H  2.334  0.003  -0.956  0.230
N  2.043  1.539  0.483  -0.603
C  -1.805  -0.307  0.040  -0.719
N  0.165  -1.709  -0.263  -0.671
C  0.270  0.630  -0.983  -0.857
H  0.070  -0.056  1.028  0.170
H  1.033  -1.704  -0.783  0.223
H  -2.177  -0.968  -0.744  0.289
C  -0.297  -0.330  0.034  0.464
H  0.107  0.270  -2.008  0.371
H  0.322  -2.217  0.598  0.241
C  1.760  0.925  -0.821  -0.538
H  -2.190  0.686  -0.171  0.388
H  -0.252  1.592  -0.943  0.376
H  2.076  1.590  -1.639  0.410
H  2.412  0.822  1.098  0.212
H  -2.959  -0.153  1.626  0.303

Output
SMILES   NCC[C@H](N)CO

***

d ends up most stable, edging out the next structure by 0.110 eV.